Below is a 8-piece molecular cluster, C61H65F15O4 overall in a non-equilibrium geometry, with properties calculated with wB97M-V/def2-TZVPD.

E_HOMO: -9.16 eV
lowest unoccupied orbital energy: 0.53 eV

Positions of all 145 atoms, in Å:
C  3.63621  0.47060  3.50674
C  3.32664  -0.06820  1.99699
C  2.52021  1.07575  1.20588
C  1.48290  0.52449  0.11560
C  2.38146  -0.12752  -1.07677
C  0.49448  -0.61325  0.63738
O  0.43669  -1.67782  -0.03744
O  -0.30268  -0.57723  1.82460
C  -1.63004  -0.06700  1.60620
C  -1.60631  1.43248  0.97194
C  -0.66310  2.44516  1.79225
C  -1.44101  3.81236  2.16394
C  -0.46430  5.04743  2.44831
C  0.39336  5.53780  1.18696
C  -0.34192  6.59921  0.23002
C  -1.91414  6.38123  0.06203
O  -2.21676  5.28875  -0.87284
C  -3.64426  4.97497  -0.80221
C  -2.36954  -0.01256  3.05563
O  -3.13058  1.20672  3.26444
C  -4.34462  0.97050  3.92713
F  -4.79563  2.24667  4.38632
F  -4.22985  0.17351  5.09130
F  -5.38494  0.51265  3.06476
C  -2.56202  -0.93576  0.64467
F  -3.88945  -0.38331  0.77257
F  -2.25655  -0.78951  -0.75057
C  -2.69155  -2.49499  0.99044
F  -1.98862  -2.93105  2.11891
F  -4.07044  -2.78744  1.25076
F  -2.38672  -3.22872  -0.18733
H  3.50519  -0.40099  4.23063
H  4.72634  0.84617  3.55497
H  2.90526  1.30298  3.78698
H  4.32167  -0.35122  1.50155
H  2.73856  -1.03329  2.12604
H  3.31658  1.67199  0.61534
H  2.03969  1.85968  1.90446
H  0.94721  1.41685  -0.37955
H  2.88586  -1.07318  -0.65990
H  3.22182  0.56606  -1.41706
H  1.71460  -0.48526  -1.94364
H  -1.19757  1.40150  -0.10817
H  -2.67137  1.86355  0.85955
H  -0.18657  1.97223  2.72932
H  0.22335  2.75070  1.12589
H  -2.05880  3.59710  3.11653
H  -2.20399  3.98272  1.33250
H  -1.11466  5.91997  2.82858
H  0.28153  4.74296  3.27739
H  1.32208  6.07881  1.61407
H  0.79810  4.70339  0.52494
H  -0.10314  7.67874  0.55688
H  0.12319  6.48043  -0.82505
H  -2.48733  6.27189  1.05022
H  -2.33208  7.33150  -0.45140
H  -4.23631  5.79308  -0.24030
H  -4.09878  4.87122  -1.84302
H  -3.81064  4.00302  -0.22444
H  -3.10752  -0.89250  3.17047
H  -1.56825  -0.14956  3.86232
F  1.15837  6.20396  -2.63807
C  1.11876  5.17343  -3.49978
C  0.06262  4.27767  -3.43839
C  0.01814  3.21319  -4.33303
C  1.03555  3.05126  -5.27094
C  2.09354  3.95489  -5.31928
C  2.13301  5.02563  -4.43235
H  -0.71589  4.41596  -2.69557
H  -0.80746  2.51033  -4.29935
H  1.00224  2.21799  -5.96562
H  2.88642  3.82536  -6.04674
H  2.94433  5.74367  -4.46138
F  4.27111  -2.47066  1.93794
C  3.70289  -3.68798  1.86766
C  2.85267  -4.10037  2.88143
C  2.26063  -5.35695  2.80688
C  2.53441  -6.19002  1.72496
C  3.39416  -5.76664  0.71510
C  3.97768  -4.50610  0.78365
H  2.65809  -3.44108  3.71985
H  1.58752  -5.68697  3.59074
H  2.07554  -7.17197  1.66976
H  3.60935  -6.41745  -0.12403
H  4.64241  -4.15639  0.00233
F  -7.89811  4.97745  -0.96170
C  -7.66640  3.75215  -0.46330
C  -8.53396  2.71650  -0.77196
C  -8.29073  1.44619  -0.25952
C  -7.18880  1.22908  0.56428
C  -6.32731  2.27783  0.87132
C  -6.56370  3.54579  0.35037
H  -9.39077  2.90642  -1.40789
H  -8.95889  0.62650  -0.50077
H  -7.00216  0.23870  0.96725
H  -5.47301  2.10819  1.51511
H  -5.89882  4.37197  0.57183
F  -14.85291  -0.80112  0.31258
C  -13.53466  -1.05146  0.31313
C  -12.85912  -1.14416  -0.89358
C  -11.49160  -1.39866  -0.89270
C  -10.81786  -1.56809  0.31447
C  -11.50763  -1.47774  1.51989
C  -12.87290  -1.21239  1.52022
H  -13.40201  -1.01759  -1.82293
H  -10.95148  -1.46564  -1.83105
H  -9.75152  -1.77107  0.31401
H  -10.98203  -1.61398  2.45892
H  -13.42438  -1.12987  2.44933
F  7.30211  -0.58610  4.05568
C  7.50368  -1.82322  4.53726
C  6.62097  -2.83698  4.19977
C  6.83246  -4.11973  4.69446
C  7.91838  -4.37144  5.52973
C  8.79546  -3.34420  5.86584
C  8.59075  -2.06360  5.36260
H  5.77786  -2.62027  3.55581
H  6.15182  -4.92217  4.43021
H  8.08022  -5.37159  5.91884
H  9.63838  -3.54081  6.51970
H  9.26837  -1.25390  5.60665
F  4.65244  -7.60424  -1.69743
C  4.85325  -8.84167  -1.21402
C  3.96963  -9.85502  -1.55011
C  4.18041  -11.13712  -1.05355
C  5.26615  -11.38829  -0.21814
C  6.14396  -10.36130  0.11641
C  5.94010  -9.08148  -0.38858
H  3.12578  -9.63859  -2.19483
H  3.49953  -11.93940  -1.31633
H  5.42730  -12.38792  0.17234
H  6.98674  -10.55755  0.77043
H  6.61827  -8.27182  -0.14575
F  4.99882  4.55639  -6.67850
C  5.48993  3.86724  -7.72181
C  5.54077  4.46702  -8.97013
C  6.05389  3.75503  -10.04922
C  6.50018  2.44796  -9.86956
C  6.43948  1.85445  -8.61214
C  5.93668  2.56956  -7.53028
H  5.18121  5.48206  -9.09224
H  6.10547  4.21732  -11.02897
H  6.89630  1.89173  -10.71300
H  6.78365  0.83504  -8.47464
H  5.89008  2.12649  -6.54236

Atomic forces in eV per Å
0.391 -0.429 -0.686
-0.317 0.885 1.143
0.566 0.336 -0.356
1.406 0.277 -0.544
-0.402 -1.026 0.494
0.222 -3.581 -3.102
-0.061 3.985 2.941
-0.198 0.921 -1.357
-1.301 2.116 -0.159
0.407 0.287 -0.439
0.156 0.802 -0.088
-0.124 -0.956 0.610
-0.035 -0.329 -0.328
0.352 0.925 0.241
0.036 -0.607 -0.680
0.116 1.468 -0.686
-1.148 0.505 1.361
-0.450 0.063 0.286
0.413 -2.020 0.060
-1.888 -1.429 1.147
-0.799 2.255 0.612
1.070 -3.023 -1.133
-0.416 1.365 -3.122
2.753 0.311 2.499
-1.008 0.873 -1.142
2.699 -0.985 -0.213
-0.468 -0.354 3.258
-1.718 -1.997 -1.018
-1.285 1.009 -2.891
3.195 0.539 -0.333
-0.263 1.395 3.409
0.321 1.261 -0.796
-1.830 -0.476 0.148
1.100 -1.155 -0.295
-1.722 0.667 0.547
0.419 1.516 -0.484
-1.377 -0.804 0.807
0.648 -1.582 -0.919
0.401 -1.472 1.072
-0.728 1.378 -0.617
-1.448 -0.679 0.438
1.137 0.770 1.279
-0.730 -0.303 1.706
1.649 -0.926 0.454
-0.903 0.614 -1.361
-1.394 -0.591 0.971
0.916 0.442 -1.443
1.218 0.150 1.024
1.164 -1.245 -0.451
-1.304 0.477 -1.173
-1.356 -0.911 -0.734
-0.682 0.801 1.083
-0.697 -1.679 -0.319
-0.913 0.344 1.845
0.976 -0.103 -1.300
0.579 -1.254 0.927
0.984 -1.119 -0.961
0.810 0.112 1.308
0.316 1.160 -0.823
1.343 1.226 -0.321
-1.109 0.487 -1.172
0.125 0.165 -0.016
-0.037 -0.752 -0.628
-0.187 0.048 0.230
0.343 0.146 -0.100
-0.043 -0.034 0.015
-0.283 -0.102 0.118
0.132 0.173 0.068
0.032 0.077 -0.003
0.064 0.085 0.038
0.012 0.092 0.066
-0.096 0.072 0.111
-0.037 -0.034 0.022
0.376 -0.555 -0.017
-0.373 -0.926 -0.076
0.013 0.206 0.139
0.181 -0.036 -0.286
-0.025 0.016 0.066
-0.135 0.084 0.255
0.130 0.119 -0.086
0.018 0.002 -0.053
0.077 0.071 -0.056
0.053 0.104 -0.005
-0.027 0.152 0.088
-0.021 0.006 0.057
-0.016 0.154 -0.060
0.120 -0.727 0.292
-0.130 0.062 -0.126
0.280 0.191 0.138
-0.019 -0.077 -0.002
-0.214 0.060 -0.248
0.007 0.137 0.003
0.062 0.027 0.026
0.015 0.123 0.023
0.007 0.109 -0.039
-0.095 0.101 -0.158
-0.136 -0.027 0.018
-0.123 0.024 -0.002
0.748 -0.140 -0.001
-0.113 0.041 -0.144
-0.069 0.001 0.341
0.055 -0.003 -0.040
-0.069 0.034 -0.287
-0.112 0.009 0.127
-0.005 0.010 0.077
-0.088 -0.004 0.070
-0.109 0.002 0.012
-0.080 0.037 -0.082
-0.009 -0.009 -0.075
-0.025 0.145 -0.059
0.125 -0.761 0.300
-0.158 0.078 -0.114
0.278 0.173 0.161
-0.015 -0.055 0.001
-0.254 -0.039 -0.178
0.091 0.174 0.023
0.102 0.036 0.043
0.025 0.111 0.001
-0.011 0.110 -0.037
-0.070 0.052 -0.080
-0.066 -0.015 -0.024
0.007 0.142 -0.143
0.150 -0.834 0.310
-0.147 0.087 -0.120
0.264 0.173 0.155
-0.023 -0.048 -0.003
-0.256 -0.039 -0.174
0.084 0.191 0.027
0.067 0.025 0.020
0.043 0.111 0.014
-0.014 0.112 -0.041
-0.072 0.054 -0.083
-0.068 -0.011 -0.022
-0.013 0.123 0.134
0.337 -0.440 -0.683
-0.072 0.188 0.017
0.020 -0.239 0.259
0.011 0.005 -0.052
-0.069 0.272 -0.134
-0.048 -0.039 0.197
0.022 -0.051 0.051
-0.032 -0.019 0.114
-0.043 0.057 0.097
-0.033 0.115 0.024
-0.025 0.055 -0.037